Computed, not measured: a 14-piece molecular cluster, C54H130B5F20N8O20 overall at a distorted geometry, with ωB97M-V/def2-TZVPD.

```
237
Properties=species:S:1:pos:R:3:forces:R:3
C -15.166458 -17.991006 8.831222 -1.6 2.8 2.1
C -13.927439 -18.524570 8.852262 0.2 -1.3 -3.6
C -12.865737 -18.054544 9.826566 3.7 -0.8 1.1
O -11.675068 -18.557475 9.855445 -2.7 0.1 -1.1
C -13.126354 -17.010718 10.723677 -3.6 1.3 -0.1
C -14.446162 -16.381081 10.751874 1.4 -1.4 -0.4
C -15.561095 -16.972816 9.755246 4.5 -1.9 0.2
O -16.701137 -16.645666 9.862501 -4.1 2.1 0.5
O -14.786087 -15.470750 11.545117 -0.4 -0.1 -0.4
O -13.719843 -19.312322 7.840920 1.6 -0.5 1.4
H -15.987890 -18.222852 8.169482 0.3 -0.7 -0.4
H -12.428302 -16.737850 11.501290 0.3 0.1 -0.2
C -5.550471 -15.574482 4.463615 -0.9 0.3 0.7
O -5.588056 -16.932636 4.991386 -0.5 0.4 0.4
C -6.896518 -17.302080 5.526661 0.4 0.4 -1.1
C -6.843379 -18.535827 6.417328 0.8 1.1 -1.0
N -5.736614 -18.372992 7.385420 -0.6 -3.0 0.9
H -4.872127 -18.234967 6.881722 0.5 -0.3 -0.4
H -5.797055 -17.569261 7.994086 -0.5 0.8 0.7
C -5.673370 -19.676938 8.277099 1.6 0.5 -0.8
C -4.269052 -19.772486 8.924819 0.3 0.0 0.8
O -3.131664 -19.976710 8.057508 -1.4 0.8 -0.6
C -1.850511 -19.850585 8.679165 -0.5 -0.3 1.3
H -4.647549 -15.264813 3.937357 0.1 -1.1 -0.1
H -5.630843 -14.816922 5.243197 0.0 -0.3 0.7
H -6.421522 -15.353857 3.846611 0.0 -0.4 -0.4
H -7.517749 -17.589271 4.678320 -0.3 0.2 -0.1
H -7.378298 -16.470409 6.040774 0.2 0.2 0.1
H -6.595272 -19.396495 5.796216 0.0 -0.1 0.2
H -7.812961 -18.690100 6.890837 0.3 0.1 0.3
H -5.910357 -20.567785 7.695436 0.2 0.3 -0.7
H -6.487086 -19.629274 9.000766 0.4 0.5 0.3
H -4.276076 -20.567595 9.670367 -0.3 -0.3 0.0
H -4.198066 -18.868792 9.530141 0.5 0.4 -0.1
H -1.736874 -18.966996 9.307229 -0.3 0.6 -0.4
H -1.029167 -19.891064 7.963716 -0.5 -0.1 -0.2
H -1.767917 -20.647128 9.418633 0.3 -0.5 -0.2
C -11.949444 -20.257959 4.567464 -0.5 -0.8 0.1
O -11.589496 -21.093557 5.626304 0.9 0.8 1.8
C -10.654097 -20.455026 6.528577 -0.4 -1.7 0.5
C -10.522986 -21.358527 7.845588 -1.9 0.9 -0.5
N -11.985006 -21.717134 8.486970 1.8 0.8 -3.5
H -11.916502 -21.815304 9.489853 0.1 -0.2 0.5
H -12.590547 -20.931532 8.296610 -0.1 1.8 0.3
C -12.803630 -22.778025 7.791359 1.4 -1.7 1.3
C -12.158456 -24.209153 8.000082 0.2 1.3 -1.0
O -10.945475 -24.336767 7.190523 -2.8 0.9 0.1
C -10.238196 -25.512011 7.412299 1.2 -0.4 0.1
H -12.196047 -19.233388 4.845929 0.5 0.3 0.3
H -12.916600 -20.679540 4.293640 0.2 -0.1 -1.0
H -11.155129 -20.352816 3.827077 -0.4 0.5 -0.6
H -10.894273 -19.398697 6.649311 -0.8 -0.1 0.9
H -9.675006 -20.359992 6.059065 0.5 -0.7 -0.1
H -9.976048 -20.757727 8.572213 -0.4 -0.1 0.3
H -10.007892 -22.305223 7.682634 -0.4 0.1 -0.2
H -12.997895 -22.553801 6.742511 0.7 0.2 0.1
H -13.764908 -22.696760 8.298749 0.0 -0.5 0.2
H -12.941169 -24.885826 7.657197 0.2 -0.5 0.1
H -11.874753 -24.382738 9.038103 -0.4 0.1 0.0
H -9.477496 -25.236968 8.142894 0.6 -0.5 -0.2
H -9.859627 -25.820523 6.437818 0.5 0.1 0.2
H -10.702438 -26.412627 7.814150 -1.0 0.3 0.1
C -9.535626 -9.214925 8.939342 -0.2 0.1 -1.0
O -9.496408 -10.575535 9.298149 -0.4 -1.6 1.1
C -8.741923 -11.467446 8.458881 -0.7 0.4 0.0
C -8.883553 -12.979328 8.835222 -0.5 0.9 0.9
N -10.367928 -13.356593 9.033876 1.2 -0.5 0.3
H -10.614853 -12.935720 9.918168 -0.3 0.5 0.6
H -10.916683 -12.917845 8.308293 -0.3 0.0 -0.3
C -10.780260 -14.832023 9.243667 0.7 0.2 -0.4
C -10.598045 -15.696461 7.995586 -0.4 0.4 0.0
O -11.321537 -15.097570 6.928681 -1.3 0.2 -1.3
C -12.767853 -15.044896 7.045965 0.4 0.1 0.2
H -10.280935 -9.141844 8.147328 0.5 0.3 -0.9
H -8.539137 -8.833365 8.716801 0.0 0.0 -0.6
H -9.944920 -8.489180 9.642100 0.1 -0.9 1.1
H -7.717285 -11.103877 8.536525 0.3 -0.7 -0.3
H -9.070330 -11.421400 7.420548 -0.1 0.6 -0.3
H -8.377821 -13.114251 9.791321 -0.2 -0.6 0.0
H -8.491701 -13.642761 8.064240 0.2 0.3 0.1
H -11.837928 -14.759983 9.497131 0.2 -0.2 0.2
H -10.217351 -15.174889 10.111820 -0.1 0.0 -0.1
H -10.910569 -16.730618 8.140273 -0.4 0.0 0.6
H -9.572634 -15.803935 7.641909 0.1 0.5 0.2
H -13.235975 -15.986101 7.334229 0.4 -0.1 0.7
H -13.330896 -14.807934 6.143222 1.1 0.1 -0.9
H -13.061394 -14.200286 7.669309 -0.1 -0.3 0.7
C -15.423888 -18.930264 15.258872 0.8 -0.7 0.0
O -14.762279 -18.584237 14.055698 -1.1 1.1 -0.5
C -13.405008 -18.291091 14.181971 0.1 -0.5 -0.9
C -13.068790 -16.913270 14.762947 -0.3 0.8 0.5
N -13.924266 -15.783130 14.171098 0.0 0.3 -1.3
H -13.889807 -15.822480 13.162456 0.8 0.2 -1.1
H -14.906326 -16.018325 14.189693 -0.7 -0.2 1.2
C -13.674839 -14.320560 14.557663 0.8 0.0 0.5
C -14.858151 -13.341818 14.340556 0.4 -1.5 0.0
O -16.002037 -13.833169 14.957838 -2.0 0.0 1.1
C -16.240868 -13.311635 16.276208 0.8 0.2 0.5
H -14.793243 -18.608323 16.087570 -0.4 0.2 0.4
H -15.408233 -20.020151 15.260521 -0.5 -0.1 0.4
H -16.435100 -18.523573 15.271200 0.1 -0.1 0.1
H -13.091176 -18.421607 13.146327 0.5 0.7 -0.1
H -12.890838 -19.114562 14.677587 0.3 0.5 0.7
H -12.016235 -16.688066 14.591146 0.0 0.1 -0.1
H -13.255310 -16.783587 15.829015 0.1 -0.6 0.1
H -12.843998 -13.919635 13.977094 0.2 -0.5 -0.1
H -13.301537 -14.433583 15.575484 -0.3 0.6 0.2
H -15.065136 -13.335725 13.270408 0.1 0.2 -0.2
H -14.689335 -12.320899 14.683074 0.7 -0.1 -0.1
H -17.230165 -13.484706 16.699804 -0.1 -0.5 -0.8
H -16.087432 -12.235244 16.353395 0.0 0.3 -0.6
H -15.519132 -13.697957 16.995894 0.1 -0.4 0.0
C -15.989373 -20.875024 10.607609 -0.5 0.4 0.3
O -17.315666 -20.499062 10.201695 1.6 -0.7 -1.0
C -17.905357 -19.558154 11.021065 -2.5 -0.6 0.0
C -19.121719 -19.022580 10.229686 -0.2 1.3 -0.5
N -18.760176 -18.465896 8.825979 -1.0 -1.3 -0.9
H -18.093149 -17.732673 9.019783 0.8 0.8 0.0
H -18.318692 -19.159198 8.239006 1.0 -0.8 0.4
C -19.852076 -17.977949 7.825472 0.1 -0.8 2.3
C -20.646255 -19.061111 7.110512 0.2 -0.9 -0.4
O -21.276360 -20.009964 7.917238 -0.9 -1.0 0.6
C -22.035177 -20.998374 7.174229 -0.5 -0.1 0.4
H -15.945664 -21.471925 11.518600 -0.4 -0.1 0.1
H -15.481754 -19.937909 10.836199 0.7 -0.2 -0.3
H -15.555099 -21.475893 9.808567 0.1 0.4 -0.1
H -17.317608 -18.775145 11.500175 0.5 0.0 -0.5
H -18.371667 -20.131063 11.822594 -0.2 0.4 0.6
H -19.483886 -18.117995 10.718224 -0.4 -0.3 0.4
H -19.953072 -19.708097 10.065350 0.3 -0.2 0.3
H -19.262796 -17.479643 7.055707 -0.5 0.6 0.3
H -20.499229 -17.420263 8.502446 -0.1 0.7 -0.7
H -19.975121 -19.652122 6.487315 0.4 0.3 -0.6
H -21.399303 -18.584065 6.483253 0.1 0.4 -0.2
H -21.563385 -21.342428 6.253828 0.3 0.3 -0.1
H -23.073424 -20.742590 6.962760 0.1 1.2 -0.4
H -22.282525 -21.892999 7.745671 1.1 0.1 0.7
C -15.816363 -11.895235 9.151166 0.1 0.2 0.5
O -16.854679 -11.639856 10.147229 0.3 -0.2 -1.9
C -18.094810 -12.257472 9.861077 -0.3 -1.4 1.4
C -18.050532 -13.780965 10.100279 1.2 -0.7 0.0
N -17.342213 -14.193703 11.467297 -3.6 0.0 0.1
H -16.479444 -14.681400 11.272670 1.2 -0.3 -0.3
H -17.183385 -13.321347 11.950910 0.5 0.3 0.2
C -18.050935 -15.171203 12.519587 -0.1 1.6 0.3
C -19.276742 -14.501724 13.305375 1.0 -1.9 -2.0
O -20.248864 -14.243040 12.331716 -0.1 1.8 -0.9
C -21.433740 -13.726298 12.921311 -0.6 -0.8 -0.1
H -14.875678 -11.610832 9.622675 -0.1 -0.3 0.1
H -15.837994 -11.334700 8.216592 -0.8 0.7 0.2
H -15.770915 -12.918510 8.778423 -0.1 -0.4 0.7
H -18.590728 -12.135029 8.898189 0.7 0.4 -0.6
H -18.848388 -11.870002 10.546703 0.3 0.3 0.3
H -17.435705 -14.313915 9.374990 0.4 0.3 -0.1
H -19.026183 -14.197662 9.850173 -0.2 -0.1 1.3
H -17.275716 -15.388658 13.254326 0.1 0.2 -0.1
H -18.193544 -16.104372 11.974655 -0.7 0.3 0.1
H -19.002377 -13.600157 13.853104 0.3 0.0 0.1
H -19.691199 -15.275061 13.952116 0.4 -0.1 0.6
H -22.163317 -13.370895 12.193645 0.2 -0.6 -0.6
H -21.357616 -12.829105 13.535602 0.9 -0.2 0.6
H -21.810164 -14.604438 13.445991 -0.7 0.5 0.5
C -9.414095 -17.342861 12.241543 0.0 -0.6 1.6
O -8.528677 -18.406706 12.754732 -0.3 1.4 -2.1
C -8.350573 -19.365758 11.750273 2.4 0.2 1.0
C -9.389225 -20.369843 11.630083 -2.5 -1.3 1.2
N -9.663411 -21.157176 12.928695 2.4 -0.9 -0.9
H -9.648754 -20.567602 13.748632 0.0 1.1 0.6
H -10.587675 -21.564411 12.926914 -0.6 -0.4 -0.3
C -8.636364 -22.279513 13.146793 -1.4 -0.3 -0.4
C -9.146544 -23.244995 14.246035 0.8 1.0 -0.9
O -7.995223 -23.920203 14.690769 -0.9 -1.3 1.9
C -8.381966 -24.846711 15.774564 0.6 -0.2 -0.8
H -9.373125 -16.514217 12.948486 -0.4 -0.4 0.5
H -10.361741 -17.879985 12.202014 -0.5 0.9 -0.2
H -9.172832 -16.824434 11.313577 0.6 -0.9 -0.4
H -7.409844 -19.845897 12.019723 0.3 -0.3 0.1
H -8.136769 -19.040112 10.732262 -0.2 1.0 -0.2
H -9.117687 -21.108500 10.875934 -0.3 -0.1 0.0
H -10.360440 -19.915145 11.434904 0.0 0.0 -0.5
H -7.624759 -21.887603 13.252419 -0.3 0.2 0.5
H -8.657339 -22.877284 12.235577 0.1 0.2 -0.2
H -9.852383 -23.885822 13.717602 -0.2 -0.4 0.4
H -9.665049 -22.703944 15.037567 0.1 0.1 0.3
H -8.896087 -24.397796 16.624414 0.1 0.6 -0.2
H -7.509353 -25.379148 16.152920 0.3 0.5 -0.2
H -9.011064 -25.654596 15.400862 -0.3 0.2 -0.4
C -17.485987 -15.879008 5.492546 -0.5 -1.1 -0.4
O -17.226074 -17.229823 4.992043 0.7 -0.1 -0.8
C -15.918211 -17.435897 4.377940 -0.6 1.9 0.9
C -15.775475 -18.690481 3.536255 -1.3 -0.7 0.5
N -16.434119 -19.884079 4.236373 1.3 1.3 0.0
H -17.429157 -19.713074 4.263784 -0.5 0.5 1.1
H -16.406240 -20.661777 3.592554 0.7 -0.7 0.0
C -15.714807 -20.134208 5.572612 -1.7 -1.4 0.3
C -16.400927 -21.352760 6.248676 0.9 1.0 0.6
O -17.574040 -20.897510 6.884596 -1.5 -0.9 -0.2
C -18.425280 -21.990697 7.374643 -0.2 0.5 0.9
H -16.799665 -15.571968 6.281716 0.0 -0.3 0.1
H -18.512067 -15.996253 5.841122 0.2 0.3 0.4
H -17.546405 -15.096043 4.736626 0.4 -0.3 -0.5
H -15.200823 -17.322987 5.190784 0.4 -0.6 0.0
H -15.732746 -16.577703 3.732018 0.1 0.0 -0.3
H -14.739224 -18.992488 3.384322 0.0 0.4 0.0
H -16.304931 -18.627211 2.585584 0.2 0.3 -0.1
H -15.835748 -19.289276 6.250524 -0.1 0.1 -0.4
H -14.649296 -20.258376 5.379306 -0.2 -0.2 -0.1
H -15.724546 -21.675968 7.039980 0.3 -0.4 -0.2
H -16.604457 -22.157676 5.542442 0.0 -0.2 -0.1
H -18.933155 -22.615921 6.640311 0.6 0.1 -0.7
H -19.249962 -21.596030 7.968136 0.1 0.8 -0.2
H -17.942941 -22.616169 8.125807 0.7 -0.1 -0.3
B -10.458576 -13.328861 12.764916 -0.3 -0.5 1.6
F -9.232956 -13.240575 12.202093 1.3 0.1 -1.8
F -10.376086 -14.228898 13.809164 0.3 -0.3 1.9
F -10.915283 -12.079853 13.104247 -0.4 1.0 0.4
F -11.447858 -13.946394 12.009309 -1.2 -0.3 -2.6
B -12.176232 -22.899432 11.378811 -0.3 -1.2 1.4
F -11.973385 -23.048548 12.727742 0.3 -0.1 1.3
F -12.515438 -21.595886 11.161021 -0.9 1.8 -0.7
F -11.009491 -23.145355 10.714006 2.5 -0.1 -1.2
F -13.073948 -23.817733 10.910059 -1.4 -0.3 -0.5
B -20.279325 -18.207674 13.764274 -0.9 -1.0 1.8
F -20.729068 -17.507315 14.884526 -0.8 0.4 0.4
F -20.602412 -19.569639 13.838073 -0.1 -0.3 0.0
F -20.853693 -17.705803 12.629635 -0.2 0.9 -1.6
F -18.922216 -18.076317 13.829208 2.3 0.3 -1.0
B -10.153240 -19.281493 16.004525 0.1 0.8 2.9
F -9.379832 -18.187922 16.443902 0.2 -0.6 -0.5
F -10.409076 -19.201995 14.673269 -0.2 0.0 -2.4
F -9.626788 -20.527323 16.338373 0.9 -0.6 -0.5
F -11.361589 -19.207984 16.679340 -1.5 0.3 0.4
B -6.565201 -16.096761 9.805603 0.0 0.2 3.6
F -6.713992 -16.705825 11.074023 0.0 -0.6 -0.5
F -5.306310 -16.231506 9.349695 2.9 -1.8 -1.8
F -7.461327 -16.640540 8.936690 -1.6 -1.0 -1.9
F -6.682222 -14.778930 9.992609 -1.5 2.9 -0.1
```
Positions in Å, forces in eV/Å.

Calculated values
**Total energy**: -168718.456 eV
**Total charge**: +1
**HOMO-LUMO gap**: 6.29 eV
**Lowest unoccupied orbital energy**: -3.29 eV
**ΔE to the lowest compared entry with this formula, charge and spin**: 0.000 eV